The following is a quantum chemistry calculation of a 2-piece molecular cluster, C13H28N3O4S overall, from the Open Molecules 2025 dataset.

Positions of all 49 atoms, in Å:
1 C -2.33958 4.29300 1.62206
2 C -2.78626 2.85188 1.92941
3 C -2.00353 2.20360 3.07433
4 C -0.63918 1.65177 2.66409
5 C -0.67208 0.68691 1.48345
6 C 0.63187 -0.12051 1.35757
7 N 1.01833 -0.33572 -0.03738
8 C 2.40442 0.02569 -0.22501
9 O 2.80187 -0.06643 -1.55775
10 C 3.40265 1.08671 -2.09617
11 C 4.26768 0.69102 -3.28494
12 C 3.47982 -0.01825 -4.39051
13 C 0.55363 -1.62408 -0.54689
14 S 1.64830 -3.07346 -0.29119
15 C -0.03205 -1.54990 -1.99467
16 O -1.22750 -1.19615 -1.99259
17 O 0.69554 -1.85457 -2.93264
18 H -1.64520 4.64747 2.38351
19 H -1.84317 4.37219 0.65782
20 H -3.18615 4.97606 1.61184
21 H -2.72199 2.24684 1.02977
22 H -3.83969 2.86263 2.21078
23 H -1.84405 2.96887 3.83839
24 H -2.59739 1.41423 3.53481
25 H -0.19292 1.13603 3.51863
26 H 0.02947 2.48251 2.42294
27 H -1.52928 0.01699 1.56322
28 H -0.78165 1.22030 0.54147
29 H 0.52985 -1.07602 1.87453
30 H 1.42588 0.44654 1.84910
31 H 2.51294 1.05473 0.13363
32 H 3.08050 -0.59801 0.38626
33 H 4.02849 1.59132 -1.35116
34 H 2.62495 1.79074 -2.41892
35 H 4.74077 1.59538 -3.67428
36 H 5.06440 0.04639 -2.90880
37 H 2.67825 -0.62243 -3.97228
38 H 3.06512 0.71287 -5.08252
39 H 4.14022 -0.67796 -4.95277
40 H -0.30548 -1.86889 0.07230
41 H 2.77614 -2.74042 -0.92303
42 C -3.69725 -3.50079 0.65681
43 O -4.35096 -2.48338 0.80353
44 N -2.55270 -3.57967 -0.07200
45 N -4.08632 -4.68925 1.24551
46 H -2.02866 -4.42857 -0.16490
47 H -2.19679 -2.74857 -0.53540
48 H -4.92559 -4.67469 1.79049
49 H -3.57568 -5.54494 1.14957

Forces on atoms 1 to 6 (eV/Å):
0.043 -0.204 0.010
-0.170 0.214 0.202
0.186 0.119 -0.208
-0.087 -0.120 -0.002
0.181 -0.080 -0.124
-0.210 0.402 -0.234

Properties
Orbital gap in eV: 7.32
Calculated total energy in eV: -37432.8666
LUMO energy in eV: 2.90
Total charge: -1

The following is a quantum chemistry calculation of C13H28N4O7Pd as an isolated structure, from the Open Molecules 2025 dataset.

Positions of all 53 atoms, in Å:
1 Pd -11.95228 5.48069 12.97790
2 C -13.27641 4.04188 14.35341
3 O -12.02436 3.77953 14.39519
4 O -13.59818 4.01988 13.20812
5 O -13.30718 5.19037 14.78228
6 C -8.93780 6.93568 12.67742
7 O -9.92180 6.19538 12.88616
8 N -8.97721 7.98199 11.86069
9 C -7.83374 8.95073 11.91465
10 C -10.07653 8.36275 11.03655
11 H -8.00096 6.94309 13.25576
12 H -8.23419 9.81182 12.44968
13 H -7.46612 9.28733 10.94529
14 H -7.08557 8.69349 12.66442
15 H -9.66398 8.68208 10.07951
16 H -10.75850 7.53918 10.82498
17 H -10.58708 9.28383 11.31772
18 C -13.23650 5.88555 9.99440
19 O -12.76321 6.28956 11.06264
20 N -13.25587 6.35869 8.74371
21 C -12.42011 7.51791 8.37611
22 C -13.69026 5.52695 7.66264
23 H -13.89476 5.00409 9.95058
24 H -11.42230 7.33900 7.97556
25 H -12.24764 8.19901 9.20945
26 H -12.91814 8.17545 7.66356
27 H -14.25958 6.08107 6.91635
28 H -12.91251 4.94989 7.16243
29 H -14.48010 4.82692 7.93504
30 C -10.66520 3.07699 10.69082
31 O -10.93387 3.97267 11.48602
32 N -9.72796 3.13033 9.74332
33 C -9.44985 2.00137 8.87232
34 C -8.85559 4.23668 9.68963
35 H -11.18662 2.10794 10.65496
36 H -9.70083 2.17844 7.82649
37 H -10.21903 1.26601 9.10832
38 H -8.43574 1.61589 8.97755
39 H -9.05944 4.81435 10.59120
40 H -7.80947 3.94631 9.78659
41 H -8.97441 4.77168 8.74741
42 C -12.71402 8.95534 13.59800
43 O -12.19204 7.84699 13.33719
44 N -12.19127 9.72508 14.57148
45 C -12.89411 10.88030 15.13551
46 C -11.01683 9.51681 15.30547
47 H -13.55257 9.48352 13.11837
48 H -12.17899 11.69543 15.24622
49 H -13.11325 10.55868 16.15367
50 H -13.77449 11.21683 14.58798
51 H -10.42773 10.43388 15.31289
52 H -11.18304 9.22054 16.34118
53 H -10.35752 8.78358 14.84095

Forces on atoms 1 to 6 (eV/Å):
-1.350 -2.231 1.476
6.259 3.853 -1.463
6.201 -6.067 3.172
-7.594 -4.141 -9.190
-4.569 7.133 7.127
-2.796 -0.629 1.017

Properties
Orbital gap (spin up / spin down) in eV: 6.01 / 5.59
Spin multiplicity: 3
Calculated total energy in eV: -37699.0330
LUMO energy (spin up / spin down) in eV: 0.22 / 0.22
Total charge: 0

The following is a quantum chemistry calculation of a 7-piece molecular cluster, C13H28O13 overall, from the Open Molecules 2025 dataset.

Positions of all 54 atoms, in Å:
1 O 14.32894 10.52818 12.66032
2 C 14.07259 9.73164 11.82870
3 O 14.67520 9.72671 10.63017
4 C 14.33374 8.38071 10.02089
5 C 13.15006 7.87054 10.84995
6 O 13.15456 8.72285 11.99203
7 H 14.28583 8.63330 8.98729
8 H 15.20740 7.72746 10.23863
9 H 13.23481 6.79878 11.12442
10 H 12.17359 8.01729 10.36375
11 O 11.05161 9.31682 5.60991
12 C 10.03665 9.00447 6.10614
13 O 9.45889 7.76844 6.19325
14 C 8.08583 7.87963 6.60853
15 C 8.11869 9.15713 7.44111
16 O 9.16439 9.96012 6.71652
17 H 7.45045 7.94064 5.73878
18 H 7.85251 6.98033 7.13613
19 H 8.48106 8.99441 8.43722
20 H 7.22304 9.71937 7.53789
21 O 5.28151 11.09908 14.36826
22 C 6.21112 11.21302 13.66681
23 O 6.38766 10.50442 12.49519
24 C 7.54510 11.04765 11.78717
25 C 8.27976 11.82311 12.84108
26 O 7.15086 12.10733 13.82494
27 H 8.01754 10.12593 11.40356
28 H 7.18856 11.65955 11.01971
29 H 8.70999 12.78988 12.50740
30 H 9.04153 11.32867 13.45488
31 C 8.66185 6.14253 9.98874
32 O 9.87144 6.64606 9.53308
33 H 7.78378 6.34639 9.32439
34 H 8.82030 5.08396 10.08987
35 H 8.36729 6.48521 11.00688
36 H 9.96689 7.54126 9.88311
37 C 12.63119 14.41824 11.76264
38 O 11.43277 13.87509 11.14945
39 H 13.16972 15.15712 11.19243
40 H 12.30067 14.87310 12.67257
41 H 13.28254 13.55243 11.98545
42 H 10.69741 14.50088 11.21311
43 C 11.91485 11.34103 9.36325
44 O 11.46293 11.24047 10.72055
45 H 11.56707 10.44442 8.86810
46 H 11.67267 12.27355 8.87980
47 H 13.04184 11.41981 9.37320
48 H 11.25404 12.13772 11.12603
49 C 9.78080 8.20073 12.43679
50 O 9.80923 8.92046 11.22069
51 H 10.47213 7.38825 12.57866
52 H 10.08198 8.75954 13.30348
53 H 8.81607 7.73657 12.59250
54 H 10.54974 9.59396 11.24276

Forces on atoms 1 to 6 (eV/Å):
-0.207 0.650 0.904
-0.085 -0.105 -0.072
-1.092 -2.448 -0.295
1.822 0.879 1.580
-0.852 0.239 -0.875
0.862 0.208 -0.001

Properties
Orbital gap in eV: 10.56
Structure (SMILES): O=C1OCCO1.O=C1OCCO1.O=C1OCCO1.CO.CO.CO.CO
Calculated total energy in eV: -40550.2205
LUMO energy in eV: 0.09
Energy relative to the best compared isomer or geometry (same formula, charge and spin) in kcal per mole: 9.2
Total charge: 0

The following is a quantum chemistry calculation of C13H28O5 as an isolated structure, from the Open Molecules 2025 dataset.

Positions of all 46 atoms, in Å:
1 C -16.71460 9.95174 -10.93435
2 C -16.43715 11.36096 -11.35068
3 O -15.90051 11.63914 -12.39309
4 C -16.92939 12.45577 -10.40621
5 H -17.51785 9.98909 -10.19849
6 H -15.79000 9.61454 -10.46582
7 H -16.94220 9.33328 -11.80257
8 H -17.45306 13.32519 -10.80367
9 H -16.04299 12.82063 -9.88731
10 H -17.67079 12.04342 -9.72181
11 C -14.42530 8.48200 -13.31631
12 C -14.18960 9.24260 -11.98261
13 O -14.21489 8.74208 -10.84934
14 C -13.78695 10.75757 -12.12200
15 H -14.70476 9.14659 -14.13381
16 H -15.23380 7.76710 -13.16347
17 H -13.48383 8.05134 -13.65728
18 H -14.52172 11.23632 -12.76933
19 H -12.79465 10.98331 -12.51249
20 H -13.83402 11.27552 -11.16410
21 C -13.57140 12.26148 -6.57087
22 C -14.68623 13.30415 -6.81073
23 O -15.77485 13.24154 -6.33058
24 C -14.35152 14.46611 -7.68563
25 H -12.99441 12.41465 -5.65888
26 H -12.87981 12.22400 -7.41253
27 H -14.09206 11.32848 -6.35520
28 H -14.45386 15.40443 -7.14049
29 H -14.78948 14.29139 -8.66836
30 H -13.26991 14.48433 -7.81935
31 C -10.69729 13.40673 -10.43424
32 C -11.39694 12.09516 -10.92176
33 O -11.80192 11.28667 -10.06589
34 C -11.69157 11.80330 -12.36853
35 H -9.73449 13.56213 -10.92104
36 H -10.52296 13.36448 -9.35911
37 H -11.32837 14.25789 -10.68987
38 H -12.02431 10.76564 -12.34319
39 H -10.83966 11.89972 -13.04161
40 H -12.51809 12.44949 -12.66415
41 C -14.38761 10.88955 -9.29787
42 O -13.18196 11.08215 -8.56648
43 H -15.16794 10.72004 -8.55595
44 H -14.90696 11.68031 -9.83922
45 H -14.41978 9.96821 -9.87943
46 H -12.50145 11.30203 -9.20692

Forces on atoms 1 to 6 (eV/Å):
-0.384 0.607 0.322
-1.998 0.881 -0.114
-2.993 1.299 -0.417
-0.358 0.020 0.379
-0.013 -0.473 -0.157
-1.283 -0.197 0.023

Properties
Orbital gap in eV: 8.26
Calculated total energy in eV: -24160.7946
LUMO energy in eV: 0.10
Energy relative to the best compared isomer or geometry (same formula, charge and spin) in kcal per mole: 250.0
Total charge: 0

The following is a quantum chemistry calculation of C13H29BeN3O10 as an isolated structure, from the Open Molecules 2025 dataset.

Positions of all 56 atoms, in Å:
1 Be -0.63583 0.98121 0.23150
2 O -1.58996 0.39299 2.38000
3 C -2.03079 -0.34824 3.43294
4 C -3.44375 -0.27631 4.13541
5 O -4.56949 -0.11205 3.45378
6 H -1.21650 -0.39924 4.21052
7 H -1.98254 -1.39926 3.02220
8 H -3.43950 0.42484 5.02122
9 H -3.46348 -1.28516 4.65313
10 O -2.10720 2.94114 0.44922
11 C -1.39751 4.09925 0.59866
12 C -0.00867 3.86942 1.19091
13 O 0.83933 2.94328 0.61678
14 H -1.99667 4.68492 1.34107
15 H -1.46706 4.70190 -0.34217
16 H -0.20362 3.45675 2.19685
17 H 0.47031 4.88038 1.24137
18 O -2.34619 -0.21735 -0.82362
19 C -2.34185 -1.58592 -0.59869
20 C -3.54313 -2.19182 0.19061
21 O -4.79252 -1.78032 -0.08140
22 H -1.43725 -1.82090 -0.00062
23 H -2.18474 -2.13508 -1.55968
24 H -3.30315 -2.02309 1.27383
25 H -3.51669 -3.32401 0.18280
26 C -0.11337 4.65845 -2.55647
27 N 0.26768 3.22908 -2.56713
28 O 1.29573 2.96302 -3.20812
29 O -0.52264 2.42950 -2.16636
30 H 0.44660 5.21208 -1.81120
31 H -1.16871 4.63278 -2.29790
32 H -0.03724 5.08262 -3.55627
33 C 0.57153 -2.12387 1.83498
34 O 0.77497 -1.10806 1.21919
35 N 0.97669 -3.37254 1.48345
36 C 0.97861 -4.46621 2.40863
37 C 1.73809 -3.56118 0.26104
38 H -0.06982 -2.08917 2.73325
39 H 1.81833 -4.35852 3.11791
40 H 1.25955 -5.38679 1.88978
41 H 0.09194 -4.69343 2.99937
42 H 2.79359 -3.54957 0.55810
43 H 1.47873 -4.47659 -0.27109
44 H 1.54953 -2.75353 -0.44348
45 C 2.16842 -0.14978 -1.73953
46 O 0.96680 -0.11052 -1.73623
47 N 2.93756 -0.10123 -2.87862
48 C 4.34441 -0.36384 -2.75188
49 C 2.51644 0.31048 -4.18785
50 H 2.82473 -0.29189 -0.86643
51 H 4.76898 -0.86779 -3.62395
52 H 4.55364 -0.99342 -1.88605
53 H 5.00637 0.50323 -2.59930
54 H 1.48064 0.57809 -4.34494
55 H 3.18033 1.14335 -4.46243
56 H 2.83036 -0.40204 -4.96708

Forces on atoms 1 to 6 (eV/Å):
-3.719 1.179 1.157
-0.121 0.986 0.369
2.133 -0.807 -2.628
-1.780 -0.212 0.471
0.445 0.082 -0.049
-0.376 0.296 0.852

Properties
Orbital gap in eV: 1.43
Calculated total energy in eV: -39271.6240
LUMO energy in eV: 7.61
Energy relative to the best compared isomer or geometry (same formula, charge and spin) in kcal per mole: 0.0
Total charge: -4